Entry 1:
The following is a DFT calculation (wB97M-V/def2-TZVPD) of C39H39As2Cl2IrO2S3 as an isolated structure in a non-equilibrium geometry.

Properties
Kohn-Sham gap (alpha / beta) = 0.2274 / 0.2130 hartree
E_LUMO (alpha / beta) = -9.181 / -9.781 eV
energy above the lowest of the compared OMol25 structures with the same formula, charge and spin = 3.7495 eV
strongest force on any atom = 1.38 eV Å⁻¹
total charge = +3
spin multiplicity = 2
HOMO level (alpha / beta) = -15.4 / -15.6 eV
calculated total energy = -8349.77081 Eh

Structure (XYZ):
```
88
C39H39As2Cl2IrO2S3 (wB97M-V/def2-TZVPD)
Ir 0.91335 -0.04665 1.76473
C -2.12061 -0.58772 -1.62659
C -1.40557 -1.90539 -1.36928
As 0.55447 -1.82926 -1.47850
C 0.89618 -3.72748 -1.68335
C 1.37462 -4.55867 -0.67294
C 1.59371 -5.90708 -0.92288
C 1.33177 -6.43448 -2.17807
C 0.85312 -5.61179 -3.18889
C 0.64547 -4.26180 -2.94660
C 1.14917 -1.65069 0.38355
C 0.44468 -2.11972 1.52236
C 1.09391 -2.39641 2.71891
C 2.52003 -2.42051 2.83108
C 3.27376 -2.12662 1.76778
C 2.68090 -1.71472 0.46678
As -1.42829 0.30748 -3.23322
C -1.36060 -0.87440 -4.73299
C -2.55603 -1.19145 -5.38294
C -2.52319 -2.06230 -6.46075
C -1.31201 -2.58854 -6.89525
C -0.12552 -2.25348 -6.25630
C -0.14416 -1.39492 -5.16592
C -2.56066 1.75060 -3.66657
C -2.51099 2.25230 -4.97494
C -3.34602 3.29407 -5.33339
C -4.21281 3.84232 -4.39431
C -4.24951 3.35800 -3.08937
C -3.41494 2.32172 -2.71567
H -2.02821 0.11422 -0.79486
H -3.18316 -0.74356 -1.82017
H -1.66288 -2.61335 -2.15727
H -1.72981 -2.36069 -0.43538
H 1.56973 -4.18312 0.32740
H 1.96431 -6.54959 -0.13258
H 1.50093 -7.48678 -2.36917
H 0.64815 -6.02179 -4.17056
H 0.28621 -3.62927 -3.75004
H -0.62119 -2.29356 1.45752
H 0.49257 -2.67782 3.57885
H 2.96617 -2.66934 3.78652
H 4.35746 -2.10252 1.83213
H 3.07546 -2.29488 -0.36078
H -3.49878 -0.76493 -5.06281
H -3.44341 -2.32124 -6.96969
H -1.29419 -3.25725 -7.74794
H 0.81624 -2.65306 -6.61360
H 0.77988 -1.12393 -4.67376
H -1.84160 1.81996 -5.70682
H -3.32577 3.67988 -6.34516
H -4.86912 4.65615 -4.68084
H -4.93799 3.78771 -2.37222
H -3.45420 1.94080 -1.70243
Cl 7.27259 3.30516 -1.27924
C 6.03456 2.22257 -0.80631
C 6.26499 0.86038 -0.82671
C 5.28124 -0.05143 -0.44928
Cl 5.64864 -1.73120 -0.55922
C 4.05303 0.41859 -0.02331
O 2.97196 -0.30208 0.37349
C 3.80507 1.80302 -0.02145
C 2.52639 2.35944 0.32780
O 1.53253 1.78448 0.79603
C 4.79710 2.70088 -0.42076
H 7.22864 0.48405 -1.15329
H 2.42295 3.43645 0.14598
H 4.60000 3.76724 -0.42947
C -0.39442 3.49526 2.74733
C -1.45764 2.48846 2.27364
S -1.23306 0.64755 2.11178
C -1.58323 0.10492 3.81056
C -0.55689 0.50604 4.84739
S 0.97477 0.94739 3.99451
C 1.89612 2.00299 5.12512
C 1.53718 3.48086 4.85918
S -0.23427 3.81600 4.53736
H -0.70526 4.43827 2.29794
H 0.57912 3.25757 2.34236
H -1.76471 2.77320 1.26719
H -2.34709 2.53693 2.90710
H -1.68543 -0.97866 3.74327
H -2.56597 0.51624 4.03456
H -0.36035 -0.32429 5.52634
H -0.88432 1.37374 5.40822
H 2.95306 1.78428 4.99521
H 1.59471 1.68696 6.12345
H 2.11573 3.87090 4.02240
H 1.79375 4.08597 5.72630
```

---

Entry 2:
The following is a DFT calculation (wB97M-V/def2-TZVPD) of a 8-piece molecular cluster, C29H58Br2O13 overall in a non-equilibrium geometry.

Properties
Kohn-Sham gap = 0.3693 hartree
E_LUMO = 0.334 eV
energy above the lowest of the compared OMol25 structures with the same formula, charge and spin = 0.0000 eV
structure (SMILES) = CCOC(C)=O.CCOC(C)=O.CCOC(C)=O.CCOC(C)=O.CCOC(C)=O.CCOC(C)=O.CC(C)=O.BrCCBr
strongest force on any atom = 2.75 eV Å⁻¹
HOMO level = -9.7 eV
calculated total energy = -7265.95975 Eh

Structure (XYZ):
```
102
C29H58Br2O13 (wB97M-V/def2-TZVPD)
C 3.83606 -1.28510 -0.75050
C 2.62971 -0.87065 0.11112
O 2.42927 0.53407 0.00092
C 3.01642 1.30990 0.89980
C 3.09654 2.75270 0.51277
O 3.57130 0.88878 1.89131
H 3.88423 -2.37959 -0.77140
H 4.77934 -1.01047 -0.27002
H 3.87198 -0.99360 -1.79888
H 1.82308 -1.36131 -0.43693
H 2.74939 -1.30665 1.09591
H 3.93578 2.80823 -0.17520
H 3.16019 3.36443 1.40713
H 2.15529 3.04758 0.04255
C -0.60944 -0.40323 -5.86928
C -1.86112 -0.18318 -6.72865
O -1.50999 -0.02252 -8.09864
C -1.46923 -1.07033 -8.91138
C -1.06062 -0.64089 -10.31966
O -1.74593 -2.20971 -8.66794
H -0.87119 -0.58155 -4.83330
H -0.04085 0.51545 -6.01248
H -0.08253 -1.23420 -6.33729
H -2.61304 -0.97655 -6.67810
H -2.41025 0.68639 -6.36289
H -1.73056 0.10440 -10.74473
H -1.22126 -1.52256 -10.93736
H -0.01975 -0.32941 -10.29881
C 0.82111 -1.62814 3.76640
C 0.72084 -0.24453 4.40074
O -0.66773 0.06976 4.47782
C -1.01124 1.11372 5.25524
C -2.40157 1.58936 4.97391
O -0.30524 1.57045 6.10959
H 0.48714 -2.36752 4.48734
H 1.86359 -1.83414 3.51536
H 0.24159 -1.62258 2.84296
H 1.17261 -0.32442 5.39363
H 1.28079 0.54487 3.89586
H -3.14405 0.98880 5.50683
H -2.61967 1.49143 3.91297
H -2.59215 2.58058 5.37804
C 2.21744 2.80315 -4.14610
C 3.36332 2.26906 -3.31430
O 4.59160 2.67912 -3.96035
C 5.30248 1.78260 -4.61200
C 6.52333 2.40264 -5.24574
O 5.07008 0.59884 -4.66498
H 1.29283 2.90699 -3.57497
H 1.93183 2.10351 -4.93557
H 2.51870 3.73535 -4.61922
H 3.37337 2.67616 -2.31030
H 3.30209 1.18530 -3.23268
H 7.06684 2.99416 -4.50418
H 6.22357 2.97332 -6.11947
H 7.28012 1.64008 -5.42674
C -0.48377 4.46331 -0.49354
C -1.38617 3.66960 0.40760
O -1.71012 4.48293 1.53759
C -2.90345 4.30705 2.15958
C -3.15374 5.44318 3.14083
O -3.73601 3.50826 1.86989
H 0.53174 4.53544 -0.09805
H -0.84890 5.46433 -0.71043
H -0.34625 3.90546 -1.42407
H -2.29180 3.42967 -0.15539
H -0.89345 2.77464 0.79466
H -2.61397 6.35115 2.89649
H -2.83950 5.09464 4.12719
H -4.23035 5.58252 3.16324
C 2.82888 -5.27158 5.27679
C 1.82937 -5.99792 4.40107
O 0.76791 -5.11499 4.04897
C -0.24661 -5.58914 3.33148
C -1.38366 -4.56001 3.28722
O -0.34461 -6.64915 2.77920
H 3.28912 -4.41191 4.79692
H 3.60384 -5.98034 5.56801
H 2.30375 -4.98438 6.19488
H 2.42721 -6.18062 3.49994
H 1.53142 -6.93130 4.87064
H -1.52562 -4.27496 4.32954
H -2.28544 -5.04123 2.92111
H -1.08499 -3.74692 2.62429
C -6.91360 -1.12721 3.59639
C -5.43072 -1.13760 3.32999
C -4.76492 -2.47314 3.55078
O -4.79707 -0.13471 3.11852
H -7.11854 -1.35304 4.64247
H -7.46726 -1.83009 2.97212
H -7.30676 -0.13470 3.36753
H -5.10079 -3.16483 2.77351
H -4.93079 -2.95605 4.51181
H -3.69710 -2.28067 3.42756
Br -0.03706 0.68153 -2.27654
C -1.15798 -0.64798 -1.30664
C -1.09639 -0.33984 0.18684
Br -1.90170 -1.88035 1.06717
H -0.72219 -1.61709 -1.52398
H -2.15822 -0.56255 -1.71332
H -1.70811 0.54156 0.36243
H -0.09203 -0.16935 0.55952
```

---

Entry 3:
The following is a DFT calculation (wB97M-V/def2-TZVPD) of one molecule with the formula C6H9NO in a non-equilibrium geometry.

Properties
Kohn-Sham gap (alpha / beta) = 0.2852 / 0.3325 hartree
E_LUMO (alpha / beta) = -0.455 / -0.301 eV
energy above the lowest of the compared OMol25 structures with the same formula, charge and spin = 6.5108 eV
structure (SMILES) = CN=C=C(C)C(C)=O
strongest force on any atom = 9.15 eV Å⁻¹
HOMO level (alpha / beta) = -8.2 / -9.3 eV
calculated total energy = -363.78497 Eh

Structure (XYZ):
```
17
C6H9NO (wB97M-V/def2-TZVPD)
C 2.77750 -0.17912 0.48544
N 1.95733 -0.10854 -0.65421
C 0.37294 0.55736 -0.32268
C -0.88023 0.72675 -0.22251
C -1.68270 2.01248 -0.05944
C -1.92664 -0.49894 -0.24591
C -1.34922 -1.85848 -0.58722
O -3.03773 -0.20697 0.07237
H 2.73460 -1.14988 0.98444
H 2.28952 0.48019 1.18629
H 3.78695 -0.02231 0.27611
H -1.14837 2.69858 0.65452
H -2.51272 1.67812 0.52857
H -1.85534 2.34497 -1.05841
H -1.22251 -1.81057 -1.69273
H -0.40153 -1.91589 -0.09049
H -2.01444 -2.65353 -0.21686
```

---

Entry 4:
The following is a DFT calculation (wB97M-V/def2-TZVPD) of a 8-piece molecular cluster, C32H80O16 overall in a non-equilibrium geometry.

Properties
Kohn-Sham gap = 0.3691 hartree
E_LUMO = 0.521 eV
energy above the lowest of the compared OMol25 structures with the same formula, charge and spin = 0.3260 eV
structure (SMILES) = COCCOC.COCCOC.COCCOC.COCCOC.COCCOC.COCCOC.COCCOC.COCCOC
strongest force on any atom = 1.49 eV Å⁻¹
HOMO level = -9.5 eV
calculated total energy = -2470.69347 Eh

Structure (XYZ):
```
128
C32H80O16 (wB97M-V/def2-TZVPD)
C 3.49869 -1.11620 9.51781
O 3.15865 -0.10693 8.60091
C 2.70724 -0.64075 7.38057
C 2.33690 0.51643 6.48007
O 1.74847 -0.01933 5.30548
C 1.34474 0.99165 4.40499
H 4.32336 -1.73129 9.12884
H 2.65481 -1.77866 9.73907
H 3.84484 -0.63324 10.42886
H 1.82834 -1.27897 7.53743
H 3.50223 -1.22487 6.89577
H 3.23826 1.08687 6.21912
H 1.61834 1.17541 6.98242
H 0.69997 1.78163 4.80202
H 0.77637 0.47547 3.62950
H 2.21221 1.42106 3.88878
C -1.25283 0.43839 -3.29961
O -0.69690 1.11412 -2.21779
C -1.02855 0.50067 -0.97436
C -0.48249 1.38921 0.10893
O -0.39500 0.75892 1.36289
C -1.65236 0.37567 1.88331
H -0.87183 0.86263 -4.22753
H -2.34558 0.59800 -3.35435
H -1.14785 -0.65284 -3.29556
H -0.60827 -0.51214 -0.93586
H -2.11971 0.41953 -0.90196
H -0.99507 2.35674 0.20187
H 0.54014 1.68575 -0.14437
H -1.54528 0.22336 2.95976
H -2.00967 -0.55242 1.43141
H -2.41005 1.16194 1.77151
C -0.45816 -3.83683 -3.46140
O -1.32864 -4.79022 -2.89918
C -1.85404 -5.69747 -3.84851
C -1.99251 -7.02022 -3.13048
O -2.68603 -7.95818 -3.90041
C -3.08645 -9.08257 -3.13932
H 0.49027 -4.30771 -3.74572
H -0.26477 -3.08219 -2.69958
H -0.86340 -3.32989 -4.34524
H -1.26524 -5.79389 -4.76520
H -2.85256 -5.34298 -4.13960
H -2.54367 -6.84473 -2.19145
H -0.99851 -7.35965 -2.79470
H -3.63407 -9.71878 -3.83553
H -3.75361 -8.80701 -2.31983
H -2.20796 -9.64105 -2.80430
C -5.03306 -0.80486 -6.96692
O -5.83954 -0.09790 -6.04782
C -5.15572 0.27650 -4.87957
C -6.06565 0.23168 -3.67823
O -6.42550 -1.10263 -3.37089
C -7.77590 -1.40886 -3.61524
H -4.89151 -1.84483 -6.66093
H -4.05173 -0.32060 -7.06023
H -5.50777 -0.75372 -7.94408
H -4.76455 1.30203 -4.97931
H -4.29952 -0.38007 -4.67856
H -6.94739 0.86431 -3.80084
H -5.46583 0.58603 -2.83003
H -8.45153 -0.93314 -2.89454
H -7.89185 -2.48945 -3.57937
H -8.07412 -1.07327 -4.61730
C 1.88575 1.89306 -5.35313
O 3.24095 1.49811 -5.44067
C 3.86634 1.70888 -6.67822
C 3.61256 3.06891 -7.30728
O 3.83198 4.09002 -6.35367
C 4.16473 5.32479 -6.92663
H 1.28118 1.46210 -6.16742
H 1.77780 2.97730 -5.41216
H 1.53018 1.48076 -4.41285
H 3.55837 0.94693 -7.41455
H 4.93321 1.55821 -6.50471
H 2.57998 3.08248 -7.68583
H 4.28677 3.22035 -8.15833
H 3.34003 5.73437 -7.52685
H 5.02832 5.23296 -7.60037
H 4.40490 6.01418 -6.12252
C 0.77009 3.95893 2.22480
O 1.20432 5.23615 2.61892
C 2.05371 5.20870 3.73804
C 1.31816 4.92443 5.02359
O 2.22516 5.01176 6.08523
C 1.63243 4.69569 7.31377
H 1.59121 3.23240 2.18470
H 0.34008 3.97257 1.22241
H -0.04245 3.62140 2.88192
H 2.55763 6.17493 3.79639
H 2.86313 4.47304 3.59947
H 0.83280 3.94055 4.96808
H 0.50206 5.66107 5.11620
H 0.95586 5.49911 7.64926
H 2.39849 4.62780 8.08530
H 1.06737 3.75923 7.26863
C -4.38295 -2.77460 3.49552
O -4.31086 -2.99092 2.11514
C -3.03107 -3.37326 1.70942
C -2.86690 -3.22657 0.21264
O -3.42369 -2.01499 -0.24065
C -3.39147 -1.92469 -1.64399
H -3.79454 -1.89246 3.78931
H -3.98577 -3.62237 4.07326
H -5.42180 -2.62424 3.77701
H -2.83552 -4.42657 1.96711
H -2.25294 -2.79182 2.22903
H -3.34461 -4.07034 -0.30959
H -1.79247 -3.30944 -0.01396
H -3.68507 -0.89445 -1.84469
H -4.20533 -2.52585 -2.07651
H -2.46371 -2.22037 -2.13788
C 3.84376 1.62003 0.45810
O 4.07932 2.21548 1.71960
C 5.38835 2.02719 2.21805
C 5.29068 1.50628 3.64090
O 6.56076 1.65303 4.23243
C 6.74734 0.80141 5.34704
H 4.48384 2.08330 -0.29931
H 2.80231 1.79435 0.20000
H 4.02041 0.54046 0.49517
H 5.91324 2.98694 2.21722
H 5.96669 1.31799 1.61623
H 4.95244 0.46404 3.62613
H 4.55766 2.14193 4.15592
H 6.82320 -0.24868 5.03104
H 5.92429 0.90754 6.05863
H 7.70974 1.05685 5.78454
```

---

Entry 5:
The following is a DFT calculation (wB97M-V/def2-TZVPD) of a 3-piece molecular cluster, C4H12NO2 overall in a non-equilibrium geometry.

Properties
Kohn-Sham gap = 0.3291 hartree
E_LUMO = -4.658 eV
energy above the lowest of the compared OMol25 structures with the same formula, charge and spin = 2.3457 eV
strongest force on any atom = 1.79 eV Å⁻¹
total charge = +1
HOMO level = -13.6 eV
calculated total energy = -364.54902 Eh

Structure (XYZ):
```
19
C4H12NO2 (wB97M-V/def2-TZVPD)
C 0.77271 2.20601 1.26561
C 0.26605 0.94150 0.68763
C -1.03475 0.64356 0.83951
N -1.64993 -0.39751 0.09939
C -2.91592 -0.51783 0.00270
H 1.53289 2.06113 2.04399
H 1.46073 2.58930 0.52218
H 0.03303 2.98849 1.39294
H 0.93600 0.18471 0.28048
H -1.66251 1.18445 1.51708
H -0.99303 -1.05571 -0.32230
H -3.28035 -1.42610 -0.43363
H -3.68167 0.21807 0.22030
H 1.18527 -2.07673 -1.65435
H -0.26664 -2.68185 -1.46328
O 0.32399 -1.95442 -1.25384
H 3.34372 -0.87400 -1.60448
H 3.67237 0.14811 -0.56952
O 2.90785 -0.30988 -0.94595
```